[1]
Computed, not measured: a 14-piece molecular cluster, C56H154N14O14 overall, with ωB97M-V/def2-TZVPD.

Geometry as XYZ:
```
238
Properties=species:S:1:pos:R:3
C -0.48 -23.07 2.78
C -1.96 -23.33 2.40
C -2.13 -23.03 0.87
O -2.03 -21.62 0.56
C -2.32 -21.23 -0.78
N -2.19 -24.67 2.85
H -0.28 -22.01 2.62
H 0.21 -23.68 2.20
H -0.37 -23.31 3.83
H -2.57 -22.66 2.99
H -3.05 -23.43 0.45
H -1.41 -23.63 0.31
H -3.37 -21.45 -0.94
H -1.66 -21.57 -1.57
H -2.33 -20.14 -0.84
H -3.18 -24.87 2.76
H -1.98 -24.68 3.84
C 3.51 -21.58 9.42
C 2.17 -20.90 9.51
C 2.11 -19.67 10.44
O 2.21 -20.03 11.84
C 1.77 -19.12 12.80
N 1.74 -20.65 8.18
H 4.29 -21.02 8.91
H 3.50 -22.55 8.92
H 3.93 -21.45 10.42
H 1.49 -21.63 9.96
H 1.18 -19.15 10.21
H 2.98 -19.05 10.21
H 2.42 -19.02 13.67
H 0.76 -19.40 13.08
H 1.76 -18.14 12.32
H 2.37 -19.95 7.82
H 0.84 -20.21 8.37
C 5.17 -29.18 8.68
C 5.58 -30.65 8.85
C 5.11 -31.48 7.60
O 3.70 -31.51 7.34
C 3.23 -32.39 6.33
N 7.05 -30.70 9.00
H 4.11 -29.14 8.92
H 5.40 -28.78 7.70
H 5.58 -28.56 9.48
H 5.19 -31.02 9.80
H 5.40 -32.52 7.80
H 5.71 -31.20 6.73
H 3.48 -33.45 6.40
H 3.57 -32.10 5.34
H 2.15 -32.50 6.43
H 7.54 -29.86 8.75
H 7.47 -31.61 8.84
C -11.43 -18.17 3.93
C -11.07 -19.49 4.56
C -9.57 -19.75 4.71
O -8.83 -20.01 3.58
C -7.74 -20.94 3.77
N -11.51 -19.35 5.95
H -10.79 -17.40 4.37
H -12.47 -17.98 4.18
H -11.16 -18.21 2.88
H -11.64 -20.32 4.14
H -9.42 -20.55 5.43
H -9.11 -18.93 5.26
H -8.11 -21.96 3.93
H -7.07 -20.71 4.59
H -7.11 -20.89 2.89
H -11.57 -20.27 6.36
H -12.40 -18.88 6.04
C -1.59 -33.30 9.43
C -1.83 -31.77 9.75
C -1.38 -31.43 11.18
O -2.24 -31.90 12.19
C -3.29 -31.07 12.54
N -1.11 -30.96 8.71
H -1.90 -33.61 8.43
H -2.18 -33.92 10.10
H -0.59 -33.65 9.68
H -2.85 -31.40 9.58
H -1.34 -30.34 11.08
H -0.36 -31.81 11.24
H -3.92 -30.96 11.65
H -2.88 -30.07 12.73
H -3.80 -31.30 13.48
H -0.31 -30.41 8.98
H -1.04 -31.31 7.77
C 1.10 -24.04 14.06
C 1.55 -25.46 14.02
C 0.58 -26.37 13.25
O -0.73 -26.35 13.73
C -0.95 -27.04 14.95
N 2.78 -25.56 13.31
H 0.23 -23.88 13.42
H 1.92 -23.34 13.95
H 0.66 -23.79 15.03
H 1.58 -25.77 15.06
H 0.90 -27.41 13.22
H 0.46 -25.95 12.25
H -0.55 -26.52 15.82
H -0.49 -28.03 14.91
H -2.00 -27.08 15.21
H 2.66 -25.76 12.33
H 3.10 -24.60 13.31
C 5.31 -24.83 4.08
C 5.50 -23.39 4.37
C 6.44 -22.70 3.33
O 7.75 -23.35 3.35
C 8.50 -23.14 2.19
N 4.17 -22.84 4.42
H 4.96 -25.51 4.86
H 6.28 -25.31 3.96
H 4.85 -25.10 3.13
H 5.96 -23.36 5.36
H 6.44 -21.62 3.41
H 5.91 -22.83 2.39
H 8.00 -23.61 1.35
H 9.45 -23.66 2.34
H 8.73 -22.16 1.76
H 4.31 -21.89 4.09
H 3.61 -22.73 5.25
C -7.05 -27.49 6.45
C -6.92 -28.15 5.09
C -8.30 -28.26 4.39
O -8.20 -28.11 2.98
C -9.12 -27.24 2.26
N -6.12 -27.33 4.23
H -6.06 -27.57 6.90
H -7.89 -27.89 7.01
H -7.35 -26.45 6.35
H -6.51 -29.15 5.02
H -8.92 -27.46 4.80
H -8.81 -29.19 4.67
H -8.81 -26.19 2.25
H -10.17 -27.29 2.57
H -9.06 -27.40 1.18
H -5.20 -27.71 4.05
H -6.60 -27.53 3.37
C 1.23 -29.01 3.60
C 0.65 -29.51 2.21
C -0.85 -30.04 2.34
O -1.04 -30.94 3.39
C -2.35 -31.48 3.61
N 0.65 -28.38 1.30
H 0.82 -28.07 3.98
H 2.29 -28.85 3.44
H 1.29 -29.76 4.38
H 1.15 -30.40 1.85
H -1.15 -30.40 1.36
H -1.44 -29.16 2.57
H -2.65 -32.14 2.79
H -3.01 -30.63 3.82
H -2.42 -32.06 4.52
H 1.33 -27.75 1.69
H -0.13 -27.76 1.48
C -8.30 -26.33 11.38
C -7.25 -26.74 12.44
C -7.81 -27.77 13.52
O -8.10 -27.14 14.77
C -8.11 -28.01 15.90
N -6.10 -27.27 11.61
H -8.74 -27.26 11.03
H -7.93 -25.73 10.55
H -9.22 -25.84 11.70
H -6.84 -25.93 13.04
H -6.96 -28.42 13.75
H -8.64 -28.29 13.05
H -7.06 -28.10 16.19
H -8.41 -29.01 15.58
H -8.74 -27.60 16.68
H -6.00 -26.49 10.97
H -5.21 -27.29 12.09
C 0.17 -25.81 8.20
C -1.38 -25.73 8.43
C -2.08 -24.30 8.54
O -3.31 -24.53 9.18
C -4.19 -23.39 9.14
N -2.09 -26.39 7.23
H 0.46 -25.09 7.44
H 0.57 -26.81 7.99
H 0.70 -25.49 9.09
H -1.59 -26.30 9.34
H -2.12 -23.82 7.56
H -1.54 -23.64 9.22
H -5.05 -23.78 9.69
H -4.55 -23.12 8.15
H -3.77 -22.66 9.83
H -2.16 -27.38 7.40
H -3.01 -26.03 7.45
C -5.60 -22.40 14.68
C -6.84 -21.70 15.19
C -7.99 -22.75 15.43
O -9.26 -22.19 15.82
C -10.16 -23.24 16.12
N -6.48 -20.85 16.37
H -5.28 -23.23 15.32
H -4.80 -21.67 14.66
H -5.64 -22.85 13.69
H -7.01 -21.11 14.29
H -7.63 -23.40 16.23
H -8.08 -23.46 14.60
H -10.96 -22.73 16.65
H -9.73 -24.05 16.70
H -10.59 -23.56 15.17
H -5.93 -20.05 16.13
H -7.33 -20.33 16.53
C -2.32 -17.95 3.60
C -2.19 -17.44 5.05
C -2.69 -16.01 5.41
O -4.08 -15.95 5.17
C -4.39 -15.37 3.90
N -2.83 -18.45 5.90
H -1.98 -18.98 3.55
H -1.89 -17.33 2.81
H -3.37 -18.01 3.32
H -1.11 -17.56 5.15
H -2.13 -15.29 4.81
H -2.36 -15.66 6.39
H -4.50 -16.15 3.15
H -3.72 -14.59 3.52
H -5.34 -14.83 3.94
H -3.81 -18.28 6.08
H -2.76 -19.32 5.41
C -14.21 -23.36 8.29
C -14.09 -23.21 9.84
C -12.92 -22.28 10.21
O -11.66 -22.75 9.87
C -10.44 -21.96 10.06
N -15.36 -22.62 10.34
H -13.58 -24.18 7.95
H -13.88 -22.45 7.79
H -15.27 -23.55 8.08
H -13.97 -24.22 10.23
H -12.84 -22.20 11.29
H -13.09 -21.38 9.62
H -9.64 -22.28 9.39
H -10.11 -21.98 11.09
H -10.58 -20.92 9.76
H -16.18 -23.19 10.26
H -15.24 -22.60 11.34
```

Calculated values
- energy above the lowest of the compared OMol25 structures with the same formula, charge and spin (kJ/mol) = 1098.4
- frontier orbital gap (eV) = 8.78

[2]
Computed, not measured: a 2-piece molecular cluster, C10H17ClN3 overall, with ωB97M-V/def2-TZVPD.

Geometry as XYZ:
```
31
Properties=species:S:1:pos:R:3
C 0.42 3.16 0.06
C -0.60 2.17 0.61
C 0.01 0.84 1.12
Cl 1.19 0.14 -0.01
C 0.59 1.02 2.48
C -0.01 0.64 3.63
N 0.84 1.03 4.66
C 1.91 1.61 4.14
N 1.79 1.62 2.81
H 1.09 2.71 -0.67
H 0.99 3.67 0.83
H -0.12 3.93 -0.48
H -1.37 1.96 -0.11
H -1.03 2.64 1.50
H -0.81 0.14 1.20
H -0.94 0.14 3.78
H 0.69 0.91 5.65
H 2.72 2.02 4.70
H 2.44 2.00 2.14
C -0.16 -2.00 -2.15
C -0.95 -3.24 -2.58
C -1.00 -3.40 -4.10
C -1.65 -2.24 -4.72
N -2.17 -1.33 -5.18
H -0.63 -1.09 -2.52
H -0.13 -1.94 -1.06
H 0.86 -2.04 -2.52
H -1.96 -3.17 -2.19
H -0.49 -4.13 -2.15
H -1.55 -4.30 -4.38
H 0.01 -3.49 -4.51
```

Calculated values
- energy above the lowest of the compared OMol25 structures with the same formula, charge and spin (kJ/mol) = 0.0
- net charge = +1
- frontier orbital gap (eV) = 9.94